# 1
53
Properties=species:S:1:pos:R:3:nbo_charge:R:1 method="wB97M-V/def2-TZVPD" total_charge=+2 lumo_energy_ev=-5.03 gap_ev=11.786 multiplicity=1
C -0.9209 -0.5657 -3.0012 -0.65
C -0.4427 -0.1716 -1.6091 -0.03
C -1.5572 -0.4097 -0.5752 -0.48
C -1.7543 -1.8448 -0.2072 -0.25
N -0.6210 -2.5096 0.4996 -0.75
N 0.0288 1.2565 -1.4845 -0.69
H -1.3955 -1.5334 -2.8932 0.25
H -1.8084 0.0280 -3.2620 0.24
H -0.2031 -0.2458 -3.7535 0.23
H 0.5047 -0.6573 -1.3426 0.19
H -2.5059 -0.0452 -1.0093 0.29
H -1.4265 0.3031 0.2392 0.25
H -2.5876 -1.8959 0.5096 0.24
H -2.2492 -2.5192 -0.9032 0.23
H 0.1804 -2.6937 -0.1516 0.46
H -0.2096 -1.8583 1.2022 0.46
H -0.9781 -3.2805 1.1168 0.47
H 0.1910 1.6654 -2.4085 0.45
H 0.9447 1.3958 -1.0695 0.46
H -0.6681 1.8596 -1.0379 0.46
H 0.7407 -0.6796 2.8770 0.50
H 1.9229 -1.2190 1.8860 0.52
O 1.0885 -1.3869 2.3330 -0.99
H -3.3526 2.2029 -1.1848 0.47
H -4.0400 1.9076 -2.4825 0.49
O -3.5056 1.4897 -1.8109 -0.95
H 2.5846 -2.9583 0.1489 0.52
H 2.0660 -2.2129 -1.1779 0.51
O 1.8176 -2.6725 -0.3527 -1.00
H 2.9735 2.0399 -2.4728 0.49
H 2.3017 2.9480 -3.4533 0.50
O 2.1130 2.4245 -2.6681 -0.98
H -2.1976 3.0908 0.4781 0.49
H -1.7456 2.1249 1.5704 0.51
O -1.8183 2.2138 0.6086 -0.99
H -1.7703 -3.4883 3.4653 0.51
H -2.6664 -3.8715 2.3034 0.49
O -2.0176 -3.2064 2.5746 -0.96
H -0.3784 2.0290 3.3206 0.51
H 0.2229 0.8986 4.3070 0.50
O 0.2385 1.2962 3.4348 -1.02
H -1.9714 3.5532 3.6350 0.51
H -0.9065 4.3932 2.8889 0.51
O -1.2550 3.5016 2.9917 -0.98
H 2.7932 1.9359 1.2991 0.47
H 1.4588 1.8024 1.9471 0.51
O 1.9100 1.6330 1.0975 -0.99
H 3.8788 0.0958 0.6777 0.49
H 2.7504 -0.5936 -0.2148 0.48
O 3.4009 -0.6984 0.4439 -0.96
H 4.0446 -1.5614 -1.7982 0.50
H 3.5499 -1.8233 -3.1881 0.50
O 3.2475 -1.4867 -2.3432 -0.98


# 2
57
Properties=species:S:1:pos:R:3:mulliken_spin:R:1 method="wB97M-V/def2-TZVPD" total_charge=+1 lumo_energy_ev="-3.99 / -9.36" gap_ev="9.273 / 3.902" multiplicity=2 s_squared=0.75
C -0.3040 0.0175 -1.0073 0.01
N -0.4023 -0.0379 0.5180 0.03
C 0.4538 -0.8074 1.3799 0.00
N 1.6107 -1.4604 0.7355 0.00
O 0.3706 -0.8994 2.6359 0.01
C -0.9340 -1.2748 -1.5886 0.03
C -2.4671 -1.2262 -1.3387 -0.06
S -3.2678 0.1985 -2.1423 0.92
H -0.7041 0.8427 -1.4212 -0.01
H 0.7479 0.0544 -1.2558 0.00
H -1.0341 0.5071 1.0407 0.00
H 1.9653 -0.7684 0.0341 0.00
H 2.2886 -1.7239 1.3492 0.00
H -0.5918 -1.2678 -2.6569 -0.01
H -0.5365 -2.2224 -1.2355 0.02
H -2.9723 -2.0467 -1.6807 -0.02
H -2.6353 -1.1592 -0.2036 0.08
H -4.3910 -0.3287 -2.5462 -0.01
H -3.4402 1.4369 2.0694 0.00
H -3.2016 -0.1414 2.1301 0.00
O -3.8676 0.5310 1.8255 0.00
H 2.0523 1.5862 -2.3220 0.00
H 2.6857 1.1013 -3.6222 0.00
O 2.1651 0.8727 -2.9186 0.00
H -1.1633 -3.2202 1.2117 0.00
H -2.1744 -4.1287 1.5626 0.00
O -1.7948 -3.3041 1.9270 0.00
H 0.4523 2.2838 2.9302 0.00
H 0.9219 2.2596 1.5480 0.00
O 0.1909 2.5000 2.0498 0.00
H -2.5462 -1.8263 3.0412 0.00
H -1.2416 -0.9365 3.3122 0.00
O -2.1250 -1.1343 3.5358 0.00
H 1.3768 3.5022 -1.8673 0.00
H 1.5800 2.5244 -0.6968 0.00
O 1.9565 2.8942 -1.3609 0.00
H -1.9371 3.3548 -2.8823 0.00
H -1.8470 2.8139 -1.4328 0.00
O -1.3939 3.4518 -2.1385 0.00
H 3.1044 0.9577 1.7674 0.00
H 2.0110 0.2747 2.6014 0.00
O 2.3660 1.0628 2.4265 0.00
H -1.5503 4.8749 -0.8287 0.00
H -1.7059 4.2095 0.6270 0.00
O -1.7750 4.9261 0.0238 0.00
H 3.0383 -1.9844 -3.5528 0.00
H 2.6967 -3.0183 -2.5840 0.00
O 3.4530 -2.5551 -3.0081 0.00
H -0.4976 0.9000 4.7898 0.00
H 0.0538 0.8201 3.2865 0.00
O 0.1494 1.1507 4.1935 0.00
H 3.0778 -0.0596 -1.6839 0.00
H 3.6994 -1.3917 -1.6478 0.00
O 3.2741 -0.8034 -1.0915 0.00
H 1.4706 -3.5361 -0.6325 0.00
H 1.8058 -4.7407 -1.5892 0.00
O 1.4831 -3.9057 -1.6163 0.00


# 3
53
Properties=species:S:1:pos:R:3:nbo_charge:R:1 method="wB97M-V/def2-TZVPD" total_charge=+1 lumo_energy_ev=-2.14 gap_ev=11.325 multiplicity=1
C 0.6044 -0.6268 -0.1099 -0.22
C 1.2443 -1.9894 0.1537 -0.44
C 0.4804 -2.8862 1.1277 -0.41
C -0.6051 -3.7395 0.4583 -0.62
N -0.6147 -0.7142 -0.9740 -0.74
H 0.3251 -0.1692 0.8377 0.22
H 1.3182 0.0072 -0.6229 0.21
H 1.4270 -2.5077 -0.7897 0.23
H 2.2575 -1.7953 0.5173 0.24
H 1.1810 -3.5305 1.6629 0.22
H 0.0244 -2.2921 1.9326 0.19
H -1.5289 -3.1944 0.2701 0.20
H -0.8741 -4.5816 1.0951 0.22
H -0.2204 -4.1805 -0.4598 0.21
H -1.3760 -1.0526 -0.3632 0.46
H -0.4426 -1.3457 -1.7758 0.46
H -0.8506 0.2014 -1.3678 0.47
H 3.2540 0.3232 -2.2327 0.53
H 3.3896 0.3777 -3.8137 0.50
O 2.7472 0.2618 -3.0904 -1.02
H 0.0372 2.0914 -3.3765 0.50
H 1.2156 1.1714 -2.8948 0.51
O 0.3609 1.5865 -2.6313 -1.00
H 0.8193 -2.2197 -3.9861 0.49
H 1.6038 -1.1715 -3.0888 0.51
O 0.8840 -1.8509 -3.0893 -1.01
H 3.1725 2.9051 1.4381 0.50
H 2.1425 1.8140 1.8037 0.53
O 2.6459 2.2122 1.0405 -1.00
H 1.3170 2.9439 0.0928 0.50
H 0.5210 2.7129 -1.2434 0.50
O 0.5694 3.2843 -0.4421 -1.01
H -3.1719 0.4223 -0.3771 0.51
H -3.7820 1.3631 -1.4343 0.49
O -2.9409 1.0662 -1.0782 -1.00
H -3.7237 -3.3870 2.7180 0.49
H -5.0046 -2.9398 1.9793 0.50
O -4.0414 -2.9473 1.9301 -0.96
H -1.0195 3.1211 0.3900 0.52
H -2.3353 2.3459 0.0503 0.50
O -1.8972 2.8458 0.7824 -0.99
H -2.0663 1.4591 3.3652 0.50
H -1.6436 1.8211 1.8763 0.51
O -1.5862 1.0940 2.6062 -1.04
H 3.4921 1.0787 0.0160 0.52
H 4.8670 0.4776 -0.4533 0.49
O 3.9137 0.4433 -0.6098 -1.00
H 0.1933 1.1526 2.9659 0.52
H 1.3935 0.5430 3.8157 0.49
O 1.1774 1.2009 3.1313 -1.01
H -3.2235 -1.4834 1.3117 0.53
H -2.3221 -0.1441 1.5875 0.52
O -2.7248 -0.7385 0.8984 -1.05


# 4
57
Properties=species:S:1:pos:R:3:nbo_charge:R:1 method="wB97M-V/def2-TZVPD" total_charge=-1 lumo_energy_ev=2.38 gap_ev=9.332 multiplicity=1
O -0.3639 0.5627 -2.4949 -0.70
C -0.2283 -0.5864 -2.0915 0.54
N 0.1761 -0.5360 -0.7645 -0.64
C 0.4355 -1.7825 0.0034 -0.21
C 2.0044 -1.7022 0.4373 -0.44
C 2.2230 -0.5211 1.3699 -0.10
O 2.8056 0.4027 0.3661 -0.76
H -0.4641 -1.4246 -2.6415 0.15
H -0.0093 0.3218 -0.1648 0.45
H 0.3085 -2.6718 -0.7363 0.18
H -0.1002 -1.9336 0.8798 0.24
H 2.4341 -2.6656 0.8435 0.22
H 2.7149 -1.5628 -0.4383 0.21
H 1.3337 -0.1720 1.8855 0.19
H 2.9844 -0.6955 2.1929 0.20
H -2.6173 -2.8704 0.5809 0.52
H -3.1835 -1.5879 -0.4845 0.48
O -2.8626 -1.8126 0.4142 -1.09
H -3.6703 3.4415 -1.5323 0.47
H -3.4879 2.8152 -0.2295 0.46
O -3.7294 3.6506 -0.5657 -0.93
H -3.4023 -0.3141 0.8741 0.52
H -3.6832 0.9506 1.5741 0.47
O -3.1838 0.6658 0.8467 -1.02
H -2.0703 -4.6778 0.4105 0.44
H -1.3889 -3.6230 1.7156 0.49
O -2.3900 -4.2081 1.0868 -1.07
H 3.3696 -0.3356 -2.3468 0.47
H 4.2250 0.8495 -2.2560 0.48
O 4.3282 -0.1362 -2.2705 -0.95
H -0.5438 0.3133 4.0190 0.51
H -0.0063 1.6665 3.3374 0.45
O -0.0042 1.1480 4.2972 -0.98
H -0.6845 2.1766 -4.2838 0.48
H -1.7428 1.1319 -4.1943 0.47
O -1.5269 1.9064 -4.5472 -0.94
H -2.9472 1.3155 -2.4337 0.47
H -2.9792 0.8779 -1.0111 0.47
O -3.1866 0.6262 -1.8387 -0.95
H 3.4813 2.8721 -1.7846 0.47
H 2.4083 2.7274 -2.8577 0.50
O 3.3699 2.9906 -2.7160 -0.97
H 0.6568 1.7037 -1.8993 0.49
H 0.7243 2.4958 -0.6273 0.48
O 0.9199 2.5793 -1.5097 -1.00
H 2.9215 1.3795 0.8861 0.45
H -1.4245 1.7188 1.0697 0.50
O -0.4513 1.6556 1.0806 -0.98
H 4.9982 0.5117 1.7529 0.46
H 4.7802 -0.4050 0.4580 0.51
O 5.1624 -0.3559 1.4349 -0.97
H -1.8096 -0.6768 1.8784 0.50
H -0.4599 1.0106 1.7999 0.50
O -1.0141 -0.6620 2.4733 -1.08
H -1.3430 -3.6101 3.3596 0.45
H -0.9739 -1.6566 2.6679 0.52
O -0.8325 -3.2819 2.7244 -1.07


# 5
56
Properties=species:S:1:pos:R:3:nbo_charge:R:1 method="wB97M-V/def2-TZVPD" lumo_energy_ev=0.00 gap_ev=8.939 multiplicity=1
C -1.0127 -3.1975 1.8580 -0.21
N -0.9183 -2.4249 3.0505 -0.85
C -0.2063 -2.6334 0.5592 -0.08
C -0.5597 -3.4523 -0.6546 -0.65
N -0.5030 -1.1900 0.2667 -0.70
C 0.5642 -0.1839 -0.2023 -0.05
N 0.0479 1.0975 0.1877 -0.89
H -0.8293 -4.1987 1.9773 0.18
H -2.0139 -3.3055 1.3236 0.15
H -0.3845 -1.5972 2.8489 0.37
H -1.9044 -2.2106 3.1260 0.37
H 0.8186 -2.7396 0.9721 0.21
H -1.6988 -3.3698 -1.0012 0.20
H -0.0757 -3.5263 -1.6691 0.23
H -0.6608 -4.5633 -0.3779 0.21
H -1.1812 -0.9786 -0.4108 0.38
H 0.7462 -0.3392 -1.2177 0.19
H 1.5217 -0.4347 0.2675 0.16
H 0.0018 1.7631 -0.4375 0.37
H -0.9521 0.9198 0.4920 0.38
H -2.5611 -1.3113 -2.9183 0.49
H -3.5462 -0.3701 -1.9135 0.52
O -2.6286 -0.6491 -2.2496 -0.99
H 3.5469 0.4724 -0.2369 0.52
H 4.3976 -0.8649 -0.3629 0.48
O 3.9004 -0.2496 -0.9142 -1.02
H 2.3236 -0.2462 -3.3233 0.48
H 3.4257 0.6005 -2.4228 0.54
O 2.3753 0.6223 -2.7781 -1.00
H 0.1268 2.5012 -3.8860 0.47
H 1.4226 1.8111 -3.5332 0.50
O 1.0118 2.6090 -3.8632 -0.98
H 1.3750 -1.4109 2.2702 0.47
H 1.8255 -2.0108 3.4520 0.48
O 2.2690 -1.5854 2.7077 -0.95
H -3.5159 0.6523 0.7020 0.50
H -4.3696 -0.3869 0.0349 0.45
O -4.1338 0.5056 -0.0537 -0.97
H -1.7238 1.2601 -4.2113 0.46
H -2.0336 0.8508 -2.8315 0.49
O -1.5792 1.4909 -3.2806 -0.97
H 0.2577 4.0327 -1.1254 0.47
H 1.2038 3.3664 -2.1113 0.51
O 1.1540 3.7238 -1.2200 -0.99
H 1.3247 4.0137 0.6432 0.49
H 0.0907 3.3313 1.2998 0.47
O 0.8134 3.9451 1.4137 -0.97
H -2.6605 2.5234 2.1092 0.49
H -1.8237 1.1504 2.1099 0.51
O -2.4245 1.7909 1.6765 -0.98
H 2.1080 1.5088 1.0669 0.50
H 2.8627 0.2772 1.7900 0.50
O 2.9060 1.0681 1.2057 -0.97
H 0.6554 0.5826 2.5296 0.48
H 0.6791 0.6430 4.0424 0.49
O 0.1451 0.3168 3.2236 -0.96


# 6
59
Properties=species:S:1:pos:R:3:nbo_charge:R:1 method="wB97M-V/def2-TZVPD" total_charge=+1 lumo_energy_ev=-2.68 gap_ev=7.789 multiplicity=1
C -0.1687 0.8325 -0.2921 -0.24
C -0.3704 -0.6709 -0.0882 -0.47
C -0.3487 -1.5490 -1.3183 0.17
C -1.2992 -1.4431 -2.2452 -0.54
N 0.7856 -2.3349 -1.4125 -0.85
N 1.1525 0.8772 -0.9665 -0.72
H -0.9851 1.2996 -0.8276 0.27
H -0.1659 1.3301 0.6727 0.22
H 0.3137 -1.0171 0.6920 0.20
H -1.3623 -0.8184 0.3366 0.27
H -1.4406 -2.0550 -3.1237 0.21
H -2.0341 -0.6531 -2.1457 0.20
H 0.7985 -2.9928 -2.1802 0.39
H 1.3831 -2.5691 -0.6325 0.42
H 1.1847 0.0985 -1.6205 0.47
H 1.4716 1.6895 -1.4981 0.45
H 1.9360 0.6084 -0.3430 0.46
H 4.7831 -1.6439 -0.4792 0.49
H 3.8589 -2.8591 -0.9009 0.51
O 4.4422 -2.1523 -1.2233 -0.97
H -0.0725 -1.4429 4.1930 0.49
H -0.2444 -2.5576 3.1078 0.46
O 0.1890 -2.3361 3.9519 -0.92
H -4.3666 0.0451 0.3578 0.49
H -3.2346 0.9882 1.0420 0.51
O -3.5379 0.5136 0.2529 -1.00
H -1.6135 -3.7373 1.5920 0.50
H -2.3707 -2.4336 1.9671 0.50
O -1.4966 -2.8001 1.7775 -0.97
H -1.1413 3.3861 1.7221 0.50
H -1.2136 3.4140 3.2506 0.47
O -1.6002 2.9856 2.4801 -0.98
H 2.0811 -4.5459 0.4448 0.49
H 2.4391 -3.1761 1.1142 0.51
O 2.5059 -3.6983 0.2892 -1.00
H -2.7184 3.1062 -2.0898 0.50
H -1.7567 4.1920 -1.6402 0.47
O -1.8717 3.2334 -1.6150 -0.98
H 3.9509 1.1728 0.9683 0.48
H 3.3765 -0.0651 1.6680 0.49
O 3.5549 0.3121 0.7897 -0.96
H 3.8743 0.0966 -2.9623 0.48
H 3.4000 -1.0098 -2.0204 0.51
O 3.1680 -0.0924 -2.3322 -1.02
H 0.8056 -2.5496 2.6804 0.45
H 2.1018 -2.7095 3.4629 0.49
O 1.7630 -2.3555 2.6290 -0.97
H 0.7682 4.2376 0.0522 0.48
H 0.9987 4.7446 1.4813 0.49
O 0.3618 4.2649 0.9238 -0.96
H -3.3614 0.9820 3.4576 0.47
H -3.9824 2.1069 2.8333 0.49
O -4.0683 1.1382 2.8125 -0.94
H -3.7984 1.3380 -2.8420 0.48
H -4.2500 1.8582 -1.4397 0.50
O -4.3204 2.0114 -2.3967 -0.96
H 1.2061 1.5248 -4.3542 0.49
H 1.2919 2.9583 -3.8871 0.48
O 0.9539 2.0959 -3.6161 -0.95


# 7
60
Properties=species:S:1:pos:R:3:nbo_charge:R:1 method="wB97M-V/def2-TZVPD" lumo_energy_ev=0.16 gap_ev=8.190 multiplicity=1
N -1.0723 1.6078 1.4344 -0.86
C -0.8379 0.3942 0.8057 0.03
C 0.3768 -0.0084 0.3640 -0.36
C 0.5483 -1.2582 -0.3441 -0.21
C 1.7364 -1.8153 -0.5932 -0.47
H -1.9604 1.6562 1.9957 0.43
H -0.3254 1.9806 1.9246 0.36
H -1.7393 -0.2171 0.5586 0.21
H 1.2498 0.5853 0.5502 0.19
H -0.4189 -1.7708 -0.6695 0.22
H 1.8871 -2.7707 -1.0651 0.19
H 2.6662 -1.4371 -0.2842 0.20
H -0.6681 -1.9592 3.1313 0.50
H -1.7124 -2.3729 2.1841 0.50
O -1.5758 -1.8396 3.0369 -1.01
H -0.9518 3.5146 0.2333 0.49
H -0.7912 2.6617 -1.1247 0.52
O -0.3691 3.4009 -0.5636 -1.01
H 3.1348 1.0400 -1.2578 0.51
H 1.7726 1.8135 -1.3624 0.48
O 2.4627 1.3591 -1.8700 -0.99
H 3.7610 0.0151 0.7572 0.49
H 3.5310 1.4594 0.6144 0.48
O 4.0091 0.7378 0.2349 -0.96
H 0.3030 1.2764 -3.9877 0.47
H 0.6361 0.1787 -4.9861 0.50
O -0.0998 0.8502 -4.7328 -0.97
H -3.1769 0.8887 -0.7877 0.50
H -3.6031 0.4297 0.6161 0.49
O -3.8567 0.3619 -0.3117 -0.98
H 1.7927 1.8328 2.2575 0.50
H 0.9322 0.8054 2.9687 0.48
O 1.8149 1.2236 2.9825 -0.96
H 1.0379 2.9528 0.3098 0.51
H 2.2424 3.6707 0.8899 0.49
O 1.8343 2.8226 0.8097 -1.01
H 1.8504 0.0090 -2.7554 0.51
H 1.9523 -1.4846 -2.9891 0.49
O 1.4733 -0.6850 -3.2688 -1.00
H 0.6557 -2.8146 1.7106 0.49
H 1.6881 -1.9262 2.3199 0.49
O 0.9937 -2.4809 2.5613 -0.98
H -2.4344 2.1369 -2.4943 0.50
H -1.5540 0.8000 -2.1425 0.52
O -1.9735 1.6315 -1.7419 -1.01
H -3.4263 -1.2188 -0.8604 0.51
H -2.2090 -1.5738 -1.8760 0.50
O -2.8780 -1.9353 -1.2667 -1.03
H -2.5125 -0.4742 2.9527 0.52
H -4.0111 -0.0618 2.9398 0.48
O -3.1359 0.2989 2.7759 -1.03
H 3.7819 -1.2722 2.7538 0.50
H 2.6736 -0.1347 2.4832 0.51
O 3.1339 -0.9346 2.1087 -1.01
H -0.2023 -0.7131 -2.7831 0.52
H -1.3744 -0.4550 -3.7985 0.52
O -1.1589 -0.6362 -2.8597 -1.00
H -2.1090 -4.1474 0.7618 0.49
H -2.1194 -2.7637 0.0135 0.51
O -1.6740 -3.2348 0.7361 -1.00


# 8
10
Properties=species:S:1:pos:R:3:mulliken_spin:R:1 method="wB97M-V/def2-TZVPD" total_charge=+2 lumo_energy_ev="-11.32 / -11.19" gap_ev="5.591 / 9.729" multiplicity=2 s_squared=0.75
C -1.1753 0.8777 -0.8076 0.09
C -0.9193 1.1079 -1.9859 -0.06
H -0.7339 1.2584 -3.0396 0.00
Li 0.8233 0.4887 -1.1423 0.02
O -0.3785 0.0660 2.1522 -0.03
C 0.4010 -0.7463 1.6402 0.02
C 0.9492 -1.0241 0.4339 0.05
Al -1.5425 0.8062 0.9222 0.92
H 1.6862 -0.8045 1.8220 0.00
H 0.8898 -2.0301 0.0050 0.00


# 9
11
Properties=species:S:1:pos:R:3:mulliken_spin:R:1 method="wB97M-V/def2-TZVPD" total_charge=+1 lumo_energy_ev="-4.60 / -8.04" gap_ev="7.585 / 4.881" multiplicity=3 s_squared=2.00
Au 2.6087 -0.3205 1.4921 1.79
O 1.2734 -0.1460 0.3179 0.17
C 0.3380 -1.1578 0.1318 -0.01
H 0.4749 -1.7460 -0.7961 0.00
H 0.3641 -1.8890 0.9637 0.02
C -2.3737 -0.7880 0.2143 0.01
C -1.0411 -0.6012 0.0720 0.02
C -1.8554 0.5473 0.2748 -0.01
O -2.0722 1.7472 0.2714 0.01
Li 1.4425 1.2685 -0.7632 -0.01
H -3.1353 -1.5505 0.3771 0.00


# 10
8
Properties=species:S:1:pos:R:3:nbo_charge:R:1 method="wB97M-V/def2-TZVPD" smiles="C#C/C=C/Br" lumo_energy_ev=0.77 gap_ev=10.466 multiplicity=1
C -2.2696 0.1199 0.0717 -0.24
C -1.1000 -0.0568 0.0115 -0.05
C 0.4571 -0.6136 0.0165 -0.27
C 1.3327 0.3539 -0.1059 -0.22
Br 3.2765 -0.0446 0.0089 0.00
H -3.2717 0.5255 0.0485 0.24
H 0.4179 -1.7557 0.2506 0.28
H 1.1571 1.4714 -0.3017 0.26


# 11
11
Properties=species:S:1:pos:R:3:nbo_charge:R:1 method="wB97M-V/def2-TZVPD" smiles="O=C=C(Br)Br.CC#N" lumo_energy_ev=-0.68 gap_ev=8.434 multiplicity=1
O 2.1306 -4.0092 1.2375 -0.40
C 1.2993 -3.6060 1.9442 0.66
C 0.2982 -2.9886 2.5127 -0.51
Br -1.4525 -3.5400 1.9981 0.13
Br 0.4640 -2.2585 4.3292 0.14
C -1.0661 -0.1479 0.4207 -0.73
C -0.7625 0.0091 1.7671 0.28
N -0.5255 0.2074 2.8477 -0.33
H -1.6973 0.7991 0.3076 0.26
H -1.6244 -0.9678 0.1204 0.26
H -0.1531 -0.0944 -0.3202 0.26


# 12
11
Properties=species:S:1:pos:R:3:nbo_charge:R:1 method="wB97M-V/def2-TZVPD" smiles=[S-][N+]#CCBr.C#CCl lumo_energy_ev=0.00 gap_ev=8.471 multiplicity=1
S -0.3130 0.2016 -3.9554 0.08
N 0.3896 0.0127 -2.6267 -0.42
C 0.7980 -0.1077 -1.5160 0.29
C 1.8073 0.0635 -0.4423 -0.57
Br 1.9513 1.9281 -0.0305 0.05
H 2.9258 -0.2729 -0.4910 0.28
H 1.4317 -0.4443 0.5214 0.26
C -1.3195 0.0006 0.1968 -0.26
C -1.2061 -1.1925 0.1591 -0.13
Cl -1.1428 -2.8114 0.3057 0.15
H -1.3255 0.9155 -0.3338 0.25